Entry 1:
A structure of composition C42H52O4P2SSeTl in a non-equilibrium geometry, computed with ωB97M-V/def2-TZVPD.

Calculated values
Kohn-Sham gap: 3.99 eV
Maximum force: 3.33 eV/Å
Net charge: -1
Calculated total energy: -5587.330276 Ha
Lowest unoccupied orbital energy: 2.11 eV
Relative energy (zero: lowest compared OMol25 entry of this formula, charge and spin): 262.21 kJ/mol

Element x y z (Å)
Tl 12.288 11.755 10.617
C 7.908 10.427 10.019
C 8.644 9.193 10.411
C 9.315 8.419 9.453
C 10.056 7.319 9.905
C 10.798 6.405 8.972
C 10.081 6.982 11.262
C 9.280 7.691 12.171
C 9.112 7.240 13.553
C 8.627 8.849 11.759
H 7.985 11.234 10.777
H 6.830 10.285 9.830
H 8.287 10.811 9.113
H 9.256 8.669 8.391
H 10.787 6.803 7.975
H 10.604 5.242 8.916
H 11.842 6.417 9.334
H 10.650 6.148 11.610
H 9.689 7.887 14.247
H 9.342 6.171 13.685
H 8.094 7.320 13.958
H 8.193 9.564 12.446
O 13.738 12.148 13.448
P 13.619 11.397 14.774
C 12.375 12.201 15.891
P 10.864 12.525 15.039
O 10.377 11.535 14.055
C 11.058 14.139 14.234
C 12.192 14.935 14.181
C 12.046 16.336 14.000
C 10.898 16.789 13.435
C 9.816 15.903 13.210
C 9.872 14.594 13.677
C 9.631 12.864 16.352
C 8.867 11.798 16.863
C 7.950 11.985 17.875
C 7.803 13.308 18.407
C 8.541 14.378 17.912
C 9.483 14.144 16.913
C 13.220 9.710 14.509
C 12.520 8.945 15.474
C 12.628 7.561 15.460
C 13.523 6.944 14.563
C 14.058 7.665 13.492
C 13.999 9.073 13.538
C 15.114 11.375 15.736
C 15.981 10.298 15.970
C 17.243 10.496 16.471
C 17.712 11.763 16.814
C 16.818 12.865 16.683
C 15.498 12.603 16.280
H 12.693 13.109 16.368
H 12.030 11.485 16.676
H 13.179 14.546 14.287
H 12.872 17.026 14.265
H 10.665 17.858 13.513
H 8.972 16.328 12.669
H 8.970 13.937 13.656
H 8.954 10.866 16.469
H 7.333 11.181 18.208
H 7.071 13.466 19.196
H 8.389 15.361 18.298
H 10.009 14.992 16.466
H 11.805 9.474 16.147
H 12.007 6.950 16.158
H 13.871 5.941 14.628
H 14.543 7.137 12.703
H 14.434 9.695 12.691
H 15.594 9.268 15.963
H 17.881 9.618 16.602
H 18.684 11.918 17.328
H 17.173 13.871 17.028
H 14.792 13.403 16.405
O 10.940 13.574 9.345
S 10.567 14.125 7.988
C 10.374 15.873 7.978
C 11.280 16.498 6.892
C 11.947 15.365 6.064
C 12.122 14.174 6.917
H 10.454 16.193 9.096
H 9.316 16.110 7.762
H 12.018 17.173 7.204
H 10.631 17.077 6.219
H 12.827 15.773 5.612
H 11.266 15.196 5.219
H 12.995 14.364 7.597
H 12.181 13.241 6.408
C 16.507 11.435 7.529
C 16.606 10.750 8.861
O 16.750 11.664 9.925
C 17.157 10.972 11.107
C 17.113 12.041 12.261
H 16.320 12.516 7.629
H 15.613 11.149 6.875
H 17.382 11.305 6.895
H 17.414 9.954 8.974
H 15.614 10.115 9.058
H 18.187 10.573 10.966
H 16.579 10.063 11.299
H 17.979 12.132 12.940
H 16.209 11.881 12.856
H 17.054 13.076 11.758
Se 13.796 9.621 10.170


Entry 2:
A structure of composition C42H53AuN9O2S2Sb, computed with ωB97M-V/def2-TZVPD.

Calculated values
Kohn-Sham gap: 7.52 eV
Maximum force: 0.58 eV/Å
Net charge: 0
Calculated total energy: -3447.853058 Ha
Lowest unoccupied orbital energy: 0.52 eV
Relative energy (zero: lowest compared OMol25 entry of this formula, charge and spin): 0.00 kJ/mol

Element x y z (Å)
Au -0.085 -0.277 -0.250
C -2.513 3.329 3.012
N -2.507 1.914 3.345
C -3.694 1.432 4.043
C -3.862 -0.006 3.551
N -3.007 -0.050 2.388
C -2.897 -1.288 1.663
C -2.090 0.971 2.401
N -1.015 1.010 1.700
C -0.080 2.103 1.890
C 1.355 1.700 1.549
N 1.455 1.478 0.119
C 2.523 1.670 -0.575
N 2.492 1.729 -1.942
C 1.321 1.421 -2.730
C 3.823 1.665 -2.500
C 4.656 2.173 -1.332
N 3.849 1.784 -0.184
C 4.313 2.212 1.117
H -3.532 3.657 2.780
H -1.897 3.523 2.141
H -2.140 3.930 3.843
H -4.561 2.047 3.782
H -3.560 1.481 5.125
H -4.894 -0.237 3.279
H -3.540 -0.738 4.302
H -3.896 -1.599 1.346
H -2.460 -2.085 2.272
H -2.287 -1.145 0.775
H -0.103 2.475 2.923
H -0.319 2.939 1.222
H 1.624 0.796 2.106
H 1.993 2.518 1.897
H 1.501 1.753 -3.752
H 0.460 1.950 -2.329
H 1.091 0.350 -2.745
H 3.904 2.297 -3.385
H 4.099 0.641 -2.777
H 4.779 3.264 -1.375
H 5.641 1.711 -1.277
H 5.402 2.178 1.105
H 3.972 1.537 1.899
H 4.011 3.236 1.363
C -1.815 -3.983 -0.744
C -0.602 -4.700 -1.266
C -0.745 -5.745 -2.171
C 0.359 -6.434 -2.650
C 1.629 -6.093 -2.220
C 1.790 -5.048 -1.322
C 0.688 -4.348 -0.852
Sb 0.950 -2.659 0.410
C 0.401 -3.593 2.269
C -0.108 -4.888 2.260
C -0.524 -5.503 3.434
C -0.420 -4.823 4.636
C 0.111 -3.541 4.657
C 0.529 -2.913 3.488
C 1.126 -1.536 3.551
C 3.070 -2.772 0.659
C 3.630 -3.333 1.801
C 5.009 -3.393 1.961
C 5.834 -2.889 0.968
C 5.279 -2.331 -0.175
C 3.900 -2.261 -0.348
C 3.325 -1.673 -1.605
H -2.727 -4.389 -1.179
H -1.771 -2.922 -0.988
H -1.891 -4.074 0.345
H -1.737 -6.010 -2.515
H 0.223 -7.235 -3.366
H 2.495 -6.623 -2.594
H 2.788 -4.773 -1.002
H -0.190 -5.427 1.323
H -0.923 -6.509 3.405
H -0.739 -5.291 5.558
H 0.211 -3.017 5.601
H 1.140 -1.159 4.574
H 0.564 -0.833 2.931
H 2.157 -1.544 3.183
H 2.990 -3.740 2.576
H 5.431 -3.837 2.853
H 6.910 -2.935 1.080
H 5.927 -1.946 -0.954
H 4.122 -1.332 -2.267
H 2.671 -0.825 -1.380
H 2.723 -2.400 -2.157
N 2.084 1.542 -8.165
C 1.613 0.595 -7.263
C 2.471 0.026 -6.319
C 2.011 -0.950 -5.455
C 0.691 -1.377 -5.519
C -0.165 -0.828 -6.462
C 0.292 0.152 -7.327
S 0.107 -2.576 -4.354
O -1.082 -3.167 -4.930
O 1.227 -3.428 -4.049
N -0.222 -1.734 -3.040
C -1.385 -1.105 -2.911
S -2.797 -1.267 -3.951
C -3.674 -0.177 -2.931
C -2.900 0.218 -1.904
N -1.624 -0.284 -1.889
H 2.921 2.031 -7.897
H 1.390 2.140 -8.582
H 3.508 0.342 -6.282
H 2.674 -1.406 -4.731
H -1.184 -1.184 -6.523
H -0.375 0.569 -8.072
H -4.689 0.104 -3.146
H -3.195 0.895 -1.116